Below is 3 unconnected molecules or ions with the total composition C17H40N2O5S2 in a non-equilibrium geometry, with properties calculated with wB97M-V/def2-TZVPD.

Geometry (Å):
O 3.954325 -1.768052 1.391928
S 3.520194 -2.515764 0.184720
O 3.420142 -1.730424 -1.056830
C 1.955470 -3.342976 0.643060
C 0.786194 -3.117182 -0.368433
C -0.461346 -3.910073 0.097639
C -1.362785 -3.199282 1.155408
C -0.726667 -1.961688 1.853293
S 0.003827 -0.866222 0.598526
O 1.108807 -0.043172 1.106793
O -1.095546 -0.008416 0.094578
O 0.538423 -1.753341 -0.681857
H 4.463983 -3.509664 -0.019269
H 1.714543 -3.098259 1.680897
H 2.157757 -4.427286 0.621252
H 1.117175 -3.581945 -1.305896
H -0.093031 -4.876837 0.471894
H -1.112750 -4.163796 -0.749079
H -2.310969 -2.878576 0.710627
H -1.623824 -3.931052 1.932679
H -1.532757 -1.375803 2.305565
H -0.015722 -2.266965 2.628311
C -3.835131 -2.628466 -6.116975
C -3.618814 -2.438900 -4.622263
N -2.494366 -1.578844 -4.298253
C -2.153937 -1.594099 -2.881382
C -3.178560 -1.045389 -1.886617
C -2.501537 -0.265777 -4.923735
C -3.694427 0.654782 -4.643023
H -2.944772 -3.040379 -6.595067
H -4.659314 -3.324667 -6.282736
H -4.097602 -1.694594 -6.616330
H -3.429503 -3.426416 -4.190994
H -4.557120 -2.079204 -4.175721
H -1.208519 -1.064501 -2.740148
H -1.937508 -2.634480 -2.606214
H -3.200579 0.041853 -1.884102
H -2.904290 -1.351021 -0.877368
H -4.187802 -1.417661 -2.075771
H -2.425682 -0.403352 -6.005948
H -1.579990 0.257396 -4.655459
H -4.647140 0.123273 -4.669700
H -3.738376 1.439034 -5.402537
H -3.602607 1.154374 -3.680200
C 3.727772 6.034222 3.811127
C 2.723179 5.137313 3.101236
N 3.142077 3.750482 3.006049
C 2.292230 2.955696 2.125415
C 0.832170 2.745868 2.531300
C 3.508736 3.114527 4.260150
C 2.450449 3.049840 5.367731
H 4.699562 6.007002 3.315251
H 3.371512 7.066015 3.798008
H 3.862958 5.753854 4.857198
H 2.596355 5.526100 2.087197
H 1.747822 5.242066 3.598736
H 2.758933 1.979686 1.971493
H 2.303700 3.430565 1.138800
H 0.734382 2.004686 3.323630
H 0.268662 2.365815 1.677465
H 0.348348 3.670054 2.853478
H 4.387087 3.629437 4.660077
H 3.864304 2.102140 4.050756
H 1.892505 3.982405 5.466737
H 2.936117 2.857869 6.328098
H 1.743272 2.238169 5.204802

Forces on atoms 1 to 2 (eV/Å):
O -0.703 -1.971 -1.960
S 1.041 3.994 0.941

The largest force on an atom comes out at 5.458 eV/Å. For the orbital gap, the calculation gives 7.5168 eV. As for the total charge: 0. As for the spin multiplicity: 1. The value obtained for the electronic energy is -53162.715 eV.

***

Below is a single C9H9ClN4 molecule in a non-equilibrium geometry, with properties calculated with wB97M-V/def2-TZVPD.

Geometry (Å):
C 2.382841 -0.876345 0.683553
C -2.396622 -1.129782 -0.362495
C -3.441363 -0.126151 -0.355232
C -1.247651 -0.425793 0.019483
C 1.508048 1.059913 -0.449874
C -0.805180 1.890361 0.543678
C 1.196825 -0.097764 0.472461
C 2.632655 1.832110 -0.013719
C 0.114743 -2.148191 -0.661637
N 3.381896 -1.345211 0.952772
N -3.009665 1.038955 -0.001923
N -1.634848 0.895864 0.274030
N 0.007722 -0.928090 0.097896
Cl -1.525687 3.403860 0.813361
H -2.756559 -2.107546 -0.588486
H -4.417770 -0.419214 -0.635902
H 0.789828 0.375822 1.367917
H 2.199028 2.949551 0.179772
H 3.265918 1.933373 -0.788175
H 3.062445 1.499248 0.846208
H 0.397299 -1.936268 -1.610669
H 1.010023 -2.554410 -0.301964
H -0.713926 -2.784293 -0.481055

Forces on atoms 1 to 2 (eV/Å):
C -0.860 0.238 0.527
C -0.728 2.280 0.432

The largest force on an atom comes out at 5.377 eV/Å. The calculation puts the relative energy (zero: lowest compared OMol25 entry of this formula, charge and spin) at 184.4 kcal/mol. For the orbital gap, the calculation gives 7.5080 eV. As for the total charge: 0. As for the spin multiplicity: 1. The value obtained for the electronic energy is -27953.315 eV.

***

Below is a molecular structure, C19H10CrFN4O7, with properties calculated with wB97M-V/def2-TZVPD.

Geometry (Å):
Cr 0.779668 0.950938 -0.402404
O 1.690263 1.184293 -6.314300
C 1.478889 1.056936 -4.988527
C 2.258403 0.210850 -4.193968
C 1.961175 0.149318 -2.849945
N 0.956819 0.861646 -2.363796
C 0.214849 1.692007 -3.085865
C 0.440016 1.816599 -4.437903
C -0.825416 2.417077 -2.228770
O -1.633329 3.152039 -2.752696
O -0.712075 2.136005 -0.964870
C 2.674832 -0.659840 -1.765890
O 3.536783 -1.452425 -2.080064
O 2.180327 -0.452716 -0.584340
H 2.436614 0.638894 -6.584279
H 3.078345 -0.373983 -4.590840
H -0.155936 2.484216 -5.042629
O -2.791491 -2.168911 5.508152
N -1.738868 -1.615516 5.275763
O -0.884310 -1.374145 6.104246
C -1.442833 -1.280938 3.860605
C -2.093022 -2.021619 2.938940
C -1.850424 -1.825923 1.542330
C -2.482267 -2.570905 0.530747
C -2.180078 -2.306514 -0.778861
C -1.247306 -1.301623 -1.072376
N -0.643941 -0.596141 -0.138491
C -0.938254 -0.847523 1.155644
C -0.276152 -0.044531 2.150238
N 0.556524 0.902842 1.670664
C 1.192952 1.702537 2.498947
C 1.012332 1.596344 3.883439
C 0.177339 0.638149 4.395003
C -0.501214 -0.238293 3.517745
H -2.795305 -2.774641 3.266508
H -3.197778 -3.339643 0.793372
H -2.643473 -2.852099 -1.587553
H -0.986687 -1.064940 -2.096339
H 1.843115 2.430294 2.029121
H 1.537367 2.274961 4.539613
H 0.038736 0.549930 5.458762
F 1.974814 2.316992 -0.215134

Forces on atoms 1 to 2 (eV/Å):
Cr 0.255 0.240 -0.133
O -0.028 0.028 0.037

The largest force on an atom comes out at 0.508 eV/Å. The calculation puts the relative energy (zero: lowest compared OMol25 entry of this formula, charge and spin) at 0.0 kcal/mol. The expectation value of S² is 3.77. For the orbital gap (spin up / spin down), the calculation gives 7.6282 / 7.8606 eV. As for the total charge: 0. As for the spin multiplicity: 4. The value obtained for the electronic energy is -71299.872 eV.

***

What did the first record say?
Below is 3 unconnected molecules or ions with the total composition C17H40N2O5S2 in a non-equilibrium geometry, with properties calculated with wB97M-V/def2-TZVPD.

Geometry (Å):
O 3.954325 -1.768052 1.391928
S 3.520194 -2.515764 0.184720
O 3.420142 -1.730424 -1.056830
C 1.955470 -3.342976 0.643060
C 0.786194 -3.117182 -0.368433
C -0.461346 -3.910073 0.097639
C -1.362785 -3.199282 1.155408
C -0.726667 -1.961688 1.853293
S 0.003827 -0.866222 0.598526
O 1.108807 -0.043172 1.106793
O -1.095546 -0.008416 0.094578
O 0.538423 -1.753341 -0.681857
H 4.463983 -3.509664 -0.019269
H 1.714543 -3.098259 1.680897
H 2.157757 -4.427286 0.621252
H 1.117175 -3.581945 -1.305896
H -0.093031 -4.876837 0.471894
H -1.112750 -4.163796 -0.749079
H -2.310969 -2.878576 0.710627
H -1.623824 -3.931052 1.932679
H -1.532757 -1.375803 2.305565
H -0.015722 -2.266965 2.628311
C -3.835131 -2.628466 -6.116975
C -3.618814 -2.438900 -4.622263
N -2.494366 -1.578844 -4.298253
C -2.153937 -1.594099 -2.881382
C -3.178560 -1.045389 -1.886617
C -2.501537 -0.265777 -4.923735
C -3.694427 0.654782 -4.643023
H -2.944772 -3.040379 -6.595067
H -4.659314 -3.324667 -6.282736
H -4.097602 -1.694594 -6.616330
H -3.429503 -3.426416 -4.190994
H -4.557120 -2.079204 -4.175721
H -1.208519 -1.064501 -2.740148
H -1.937508 -2.634480 -2.606214
H -3.200579 0.041853 -1.884102
H -2.904290 -1.351021 -0.877368
H -4.187802 -1.417661 -2.075771
H -2.425682 -0.403352 -6.005948
H -1.579990 0.257396 -4.655459
H -4.647140 0.123273 -4.669700
H -3.738376 1.439034 -5.402537
H -3.602607 1.154374 -3.680200
C 3.727772 6.034222 3.811127
C 2.723179 5.137313 3.101236
N 3.142077 3.750482 3.006049
C 2.292230 2.955696 2.125415
C 0.832170 2.745868 2.531300
C 3.508736 3.114527 4.260150
C 2.450449 3.049840 5.367731
H 4.699562 6.007002 3.315251
H 3.371512 7.066015 3.798008
H 3.862958 5.753854 4.857198
H 2.596355 5.526100 2.087197
H 1.747822 5.242066 3.598736
H 2.758933 1.979686 1.971493
H 2.303700 3.430565 1.138800
H 0.734382 2.004686 3.323630
H 0.268662 2.365815 1.677465
H 0.348348 3.670054 2.853478
H 4.387087 3.629437 4.660077
H 3.864304 2.102140 4.050756
H 1.892505 3.982405 5.466737
H 2.936117 2.857869 6.328098
H 1.743272 2.238169 5.204802

Forces on atoms 1 to 2 (eV/Å):
O -0.703 -1.971 -1.960
S 1.041 3.994 0.941

The largest force on an atom comes out at 5.458 eV/Å. For the orbital gap, the calculation gives 7.5168 eV. As for the total charge: 0. As for the spin multiplicity: 1. The value obtained for the electronic energy is -53162.715 eV.

***

Look up the spin multiplicity of the third one.
4